This record from the OMol25 dataset describes C20H31N3O2S as an isolated structure. The level of theory is the ωB97M-V functional and the def2-TZVPD basis.

Last column: Löwdin charge in e.
Element x y z (Å)
S: -1.9508 -1.7289 -5.7407  0.994
O: 1.2168 -2.1788 1.7628  0.069
O: -0.7650 -2.7413 -1.1785  0.078
N: 2.0295 -1.6370 -0.2664  -0.081
N: -0.3221 -0.5648 -1.6393  0.117
N: -1.4290 -3.2326 -5.3391  -0.260
C: 4.5447 -5.0532 1.7866  -0.075
C: 2.6227 -7.2036 3.3475  -0.193
C: 1.7190 -2.5426 0.7115  -0.459
C: 1.9861 -4.0002 0.3957  -0.067
C: -1.6281 -1.0470 -4.2287  -0.354
C: 1.9242 -4.9056 1.6171  -0.254
C: 2.5250 -2.0376 -1.5713  -0.040
C: 4.1470 -3.7881 2.5068  -0.063
C: 3.1990 -4.9431 2.4520  -0.407
C: -1.1115 -2.0054 -3.4019  -0.192
C: -0.3205 1.6620 1.4547  -0.093
C: 3.0193 -5.7734 3.7061  -0.141
C: -0.7240 -1.8173 -1.9747  -0.439
C: -1.0249 -3.2600 -4.0907  -0.399
C: 1.5479 -6.3388 1.2317  -0.157
C: -0.5237 -4.5426 -3.5081  -0.023
C: 0.0328 -0.1742 -0.2793  -0.300
C: 1.3751 -7.2190 2.4673  -0.198
C: 1.5433 -0.2819 -0.0630  -0.108
C: -0.5075 1.2232 0.0063  -0.209
H: -0.7038 0.9042 2.1398  0.085
H: 2.0705 0.3837 -0.7518  0.131
H: 2.6295 -1.1502 -2.1914  0.090
H: -0.4458 -0.8955 0.3837  0.146
H: 1.1315 -8.2422 2.1721  0.107
H: 2.3317 -6.7564 0.5877  0.125
H: 2.2410 -5.3177 4.3287  0.127
H: 1.7826 0.0182 0.9553  0.118
H: 4.6102 -5.0236 0.7066  0.093
H: 3.9382 -2.9108 1.9097  0.095
H: -1.1775 -4.8738 -2.7027  0.086
H: 3.9426 -5.7660 4.2917  0.118
H: 3.5065 -2.5093 -1.5001  0.090
H: 0.4681 -4.4133 -3.0731  0.069
H: 5.2795 -5.6968 2.2537  0.103
H: -1.8530 -0.0162 -4.0002  0.079
H: 4.6203 -3.5721 3.4561  0.106
H: 1.8461 -2.7274 -2.0792  0.073
H: 0.6240 -6.3301 0.6465  0.115
H: -1.5713 1.2246 -0.2427  0.114
H: 2.4564 -7.7929 4.2523  0.107
H: -0.0272 1.9442 -0.6673  0.113
H: -0.8539 2.5930 1.6461  0.072
H: 3.4507 -7.6754 2.8072  0.113
H: 1.1338 -4.5077 2.2620  0.149
H: 0.7281 1.8289 1.7001  0.069
H: 2.9298 -4.1152 -0.1407  0.107
H: 0.5232 -6.8468 3.0472  0.116
H: 1.1990 -4.2856 -0.3123  0.122
H: -0.2095 0.1133 -2.3746  0.136
H: -0.4822 -5.2979 -4.2890  0.081

For the orbital gap, the calculation gives 9.46 eV. For the calculated total energy, the calculation gives -40644.7816 eV. The largest force on an atom comes out at 0.0 eV/A. Its HOMO energy is -0.3313 Eh.